No. 1
ORCA calculation (ωB97M-V with the def2-TZVPD basis set) on C3H5NO in the gas phase at a distorted geometry.

Properties
Multiplicity: 1
Frontier orbital gap, eV: 9.45
LUMO, eV: 0.8
HOMO energy, Ha: -0.317

```
10
Properties=species:S:1:pos:R:3:forces:R:3
N 0.347370 -1.082187 0.338462 0.0 2.9 2.1
C -0.816439 -0.316411 -0.086731 -0.4 0.3 -0.2
C -0.170111 1.045848 -0.056073 -0.1 -0.7 -0.8
C 1.118555 0.864329 -0.387590 0.9 2.1 -0.4
O 2.235290 1.051629 -0.688445 -1.1 -0.7 0.4
H 0.464480 -0.467747 1.280725 0.6 -3.5 -2.0
H 0.294380 -2.073220 0.225677 0.0 -0.6 0.9
H -1.670901 -0.399386 0.589348 -0.1 0.0 0.0
H -1.138428 -0.622374 -1.084332 0.0 0.0 -0.1
H -0.664195 1.999523 -0.131044 0.2 0.2 0.0
```
Forces are in eV/Å.


No. 2
ORCA calculation (ωB97M-V with the def2-TZVPD basis set) on C3H5NO in the gas phase at a distorted geometry.

Properties
Multiplicity: 1
Frontier orbital gap, eV: 11.10
LUMO, eV: 1.0
HOMO energy, Ha: -0.372

```
10
Properties=species:S:1:pos:R:3:forces:R:3
O -1.761570 0.366916 0.355956 0.2 -1.0 0.6
C -0.535477 0.866555 -0.100985 0.6 0.1 0.0
C 0.222731 -0.319388 -0.637331 0.2 0.4 -0.3
C 1.295926 -0.671126 0.243172 0.3 -1.1 -0.1
N 0.275019 -1.357683 0.483501 0.8 -0.1 0.1
H -1.437367 -0.518873 0.725637 -1.3 1.4 -0.4
H -0.583409 1.735016 -0.767963 -0.6 -0.4 0.0
H 0.092776 1.171894 0.757803 -0.4 0.4 -0.1
H 0.121880 -0.736812 -1.637234 0.0 0.3 0.1
H 2.309491 -0.536500 0.577445 0.1 -0.1 0.1
```
Forces are in eV/Å.


No. 3
ORCA calculation (ωB97M-V with the def2-TZVPD basis set) on 2 unconnected molecules or ions with the total composition C3H5NO at a distorted geometry.

Properties
Multiplicity: 1
Frontier orbital gap, eV: 11.01
LUMO, eV: 0.8
HOMO energy, Ha: -0.377

```
10
Properties=species:S:1:pos:R:3:forces:R:3
N -3.644052 -0.415108 -0.910210 0.0 0.0 -0.1
C -3.349160 0.176761 0.098074 -0.3 -0.7 -1.3
O -3.009747 0.896162 0.930328 0.2 0.6 1.1
H -3.970968 -1.334581 -1.141494 0.0 0.1 0.4
C 0.140093 0.434036 -0.719013 -3.5 -0.8 -0.7
C 0.810198 -0.070131 0.288718 2.4 -1.6 0.5
H 0.256211 1.299467 -1.314124 1.0 1.0 -0.2
H -0.907892 -0.022810 -1.016571 2.3 0.5 0.7
H 1.893130 0.176160 0.645452 -2.3 0.0 -0.7
H 0.451388 -1.068339 0.608480 0.2 0.8 0.4
```
Forces are in eV/Å.


No. 4
ORCA calculation (ωB97M-V with the def2-TZVPD basis set) on 2 unconnected molecules or ions with the total composition C3H5NO at a distorted geometry.

Properties
Multiplicity: 1
Frontier orbital gap, eV: 11.53
LUMO, eV: 0.7
HOMO energy, Ha: -0.397

```
10
Properties=species:S:1:pos:R:3:forces:R:3
C -1.581659 -0.358077 -0.024114 0.0 0.0 -0.1
C -0.098201 -0.505909 0.032346 0.2 -0.2 -0.4
O 0.597498 -0.867674 -0.898660 -0.5 0.1 0.5
C 2.029978 1.923916 0.518562 0.6 -0.9 -0.6
N 2.344207 0.940313 -0.044362 -0.4 1.1 0.6
H -1.934181 -0.446729 -1.052143 0.0 0.0 0.1
H -1.855895 0.618223 0.396315 0.0 -0.2 0.0
H -2.033633 -1.137471 0.600816 0.0 0.1 0.0
H 0.371870 -0.225830 0.992326 0.0 -0.1 0.0
H 2.160017 0.059236 -0.521087 0.1 0.1 0.0
```
Forces are in eV/Å.


No. 5
ORCA calculation (ωB97M-V with the def2-TZVPD basis set) on C3H5NO in the gas phase.

Properties
Multiplicity: 1
Frontier orbital gap, eV: 10.56
LUMO, eV: 0.9
HOMO energy, Ha: -0.355

```
10
Properties=species:S:1:pos:R:3:forces:R:3
O 2.172758 -0.546170 0.151991 -0.6 0.2 -0.1
C 1.018434 -0.252025 0.028161 0.5 -0.1 0.1
C 0.183872 1.010644 0.256621 0.2 0.2 0.1
N -0.974270 0.303698 -0.337725 -0.2 0.0 0.1
C -0.242505 -0.979227 -0.439725 0.1 -0.3 -0.1
H 0.089215 1.278955 1.317361 0.0 -0.1 -0.1
H 0.510404 1.892667 -0.305581 0.0 -0.1 0.1
H -1.769414 0.251492 0.286897 0.1 0.0 -0.1
H -0.562415 -1.769741 0.251815 0.1 0.1 -0.1
H -0.192053 -1.389827 -1.453564 0.0 0.0 0.1
```
Forces are in eV/Å.


No. 6
ORCA calculation (ωB97M-V with the def2-TZVPD basis set) on C3H5NO2 in the gas phase at a distorted geometry.

Properties
Multiplicity: 1
Frontier orbital gap, eV: 10.59
LUMO, eV: 0.7
HOMO energy, Ha: -0.365

```
11
Properties=species:S:1:pos:R:3:forces:R:3
O 2.005179 -0.586179 -0.847236 0.2 -0.4 0.6
C 1.692931 -0.327295 0.294660 0.2 -0.5 -0.2
C 0.365997 0.280526 0.578372 0.3 0.4 -0.1
N -0.518992 -0.073759 -0.486561 0.0 0.3 -0.1
C -1.879499 -0.010958 -0.478040 0.1 0.1 0.1
O -2.562029 0.389640 0.442206 0.3 -0.1 -0.2
H 2.402535 -0.320795 1.135977 0.2 -0.1 -0.1
H -0.103650 0.251626 1.567913 0.4 -0.3 -0.2
H 0.923694 1.263471 0.485147 -1.5 0.4 0.1
H -0.015564 -0.497272 -1.257736 -0.4 0.1 -0.1
H -2.310602 -0.369002 -1.434703 0.1 0.0 0.2
```
Forces are in eV/Å.


No. 7
ORCA calculation (ωB97M-V with the def2-TZVPD basis set) on 3 unconnected molecules or ions with the total composition C3H5NO2 at a distorted geometry.

Properties
Multiplicity: 1
Frontier orbital gap, eV: 10.94
LUMO, eV: 0.6
HOMO energy, Ha: -0.380

```
11
Properties=species:S:1:pos:R:3:forces:R:3
C 2.098672 0.226054 -0.718661 0.2 0.6 0.8
N 2.337159 0.891894 0.193727 -0.2 -0.6 -0.9
H 1.818240 -0.408058 -1.537247 0.0 0.1 0.1
C -0.728145 -1.550091 -0.148107 0.1 0.0 -0.3
O -0.280088 -1.332526 -1.250395 -0.2 -0.1 0.5
H -0.089891 -1.558096 0.755454 0.0 0.0 -0.1
H -1.802515 -1.738853 0.017610 0.1 0.0 -0.1
C -0.835114 1.379394 0.670927 -0.2 -0.1 0.2
O -1.591897 0.716716 1.339837 0.3 0.3 -0.3
H 0.076720 1.836808 1.090282 -0.1 0.0 0.0
H -1.003145 1.536762 -0.413431 0.0 0.0 0.1
```
Forces are in eV/Å.


No. 8
ORCA calculation (ωB97M-V with the def2-TZVPD basis set) on C3H5NO2 in the gas phase.

Properties
Multiplicity: 1
Frontier orbital gap, eV: 10.87
LUMO, eV: 1.0
HOMO energy, Ha: -0.364

```
11
Properties=species:S:1:pos:R:3:forces:R:3
H -2.079239 -1.705380 -0.775473 0.1 0.0 0.0
N -1.298777 -1.263025 -0.295858 -0.1 0.3 -0.1
C -1.469074 -0.013634 -0.252379 -0.1 -0.2 0.0
O -0.618906 0.837186 0.347466 -0.1 0.0 0.0
C 0.617514 0.309013 0.773123 0.1 0.0 0.0
C 1.635020 0.353947 -0.345812 0.1 -0.1 -0.4
O 1.353827 0.489127 -1.508879 0.1 0.0 0.6
H -2.308213 0.559447 -0.650391 0.0 -0.1 0.0
H 0.520079 -0.732717 1.106856 0.0 0.1 0.0
H 0.955690 0.925905 1.611754 0.0 -0.1 -0.1
H 2.692081 0.240131 -0.010407 -0.2 0.0 -0.1
```
Forces are in eV/Å.


No. 9
ORCA calculation (ωB97M-V with the def2-TZVPD basis set) on C3H5NO2 in the gas phase at a distorted geometry.

Properties
Multiplicity: 1
Frontier orbital gap, eV: 9.86
LUMO, eV: 0.9
HOMO energy, Ha: -0.331

```
11
Properties=species:S:1:pos:R:3:forces:R:3
N -0.851219 1.321105 0.305183 -0.4 0.6 -1.2
C -1.413497 0.459015 -0.638627 -0.6 -1.5 0.2
O -0.493923 -0.324661 -1.161756 -0.3 -0.2 0.0
C 0.793719 -0.509493 -0.545973 0.3 0.1 0.0
C 0.674994 -1.085844 0.853259 0.4 -0.1 0.3
O 1.612137 -1.144985 1.607614 -0.5 0.1 -0.4
H -1.612761 1.770432 0.816650 -0.1 -0.2 0.0
H -1.056114 1.866017 -0.643438 1.0 1.1 1.0
H 1.379317 0.409178 -0.529264 0.0 -0.1 0.0
H 1.289137 -1.253907 -1.175233 0.0 0.1 0.1
H -0.321791 -1.506857 1.111585 0.1 0.1 0.0
```
Forces are in eV/Å.


No. 10
ORCA calculation (ωB97M-V with the def2-TZVPD basis set) on C3H5NO2 in the gas phase.

Properties
Multiplicity: 1
Frontier orbital gap, eV: 10.00
LUMO, eV: 0.8
HOMO energy, Ha: -0.337

```
11
Properties=species:S:1:pos:R:3:forces:R:3
N 1.251397 -0.198591 1.175945 0.2 0.2 0.1
O -0.151075 0.048048 1.246965 -0.1 0.0 0.1
C -0.777728 -0.654657 0.195194 -0.2 -0.1 0.0
C -0.357708 -0.149482 -1.168267 0.0 0.2 0.0
C -0.440308 1.141086 -1.411295 -0.1 0.7 -0.2
O -0.528507 2.293569 -1.570656 0.1 -1.0 0.1
H 1.543051 -0.014108 2.132447 0.1 -0.1 -0.1
H 1.628836 0.573053 0.620774 0.0 -0.1 0.1
H -1.846516 -0.504272 0.374235 0.1 0.0 0.0
H -0.552632 -1.724901 0.254915 0.0 0.1 0.0
H 0.132570 -0.792360 -1.886861 -0.1 0.1 0.0
```
Forces are in eV/Å.


No. 11
ORCA calculation (ωB97M-V with the def2-TZVPD basis set) on C3H5NO2 in the gas phase at a distorted geometry.

Properties
Multiplicity: 1
Frontier orbital gap, eV: 10.71
LUMO, eV: 0.7
HOMO energy, Ha: -0.369

```
11
Properties=species:S:1:pos:R:3:forces:R:3
O -2.050317 0.486014 0.094022 -0.1 1.2 1.4
N -1.256913 1.437624 0.806464 3.3 -1.3 -1.2
C 0.063894 1.238383 0.680186 -4.1 -3.1 -1.2
C 0.550667 0.073801 -0.274571 -1.3 2.3 -1.6
C 0.831806 -1.390933 -0.154513 -4.0 -0.2 0.0
O 1.865749 -0.460953 -0.373630 -0.5 -0.2 0.0
H -1.527508 0.020660 -0.554100 0.5 -0.3 -0.3
H 0.699179 1.974810 1.044741 1.0 1.0 0.9
H 0.039452 0.478535 -1.237471 1.6 -1.2 0.7
H 0.505060 -1.691295 0.830579 1.3 -0.3 0.8
H 0.278930 -2.166646 -0.861707 2.2 1.9 0.4
```
Forces are in eV/Å.


No. 12
ORCA calculation (ωB97M-V with the def2-TZVPD basis set) on a molecular structure, C3H5NO2 at a distorted geometry.

Properties
Multiplicity: 1
Frontier orbital gap, eV: 11.04
LUMO, eV: 0.4
HOMO energy, Ha: -0.392

```
11
Properties=species:S:1:pos:R:3:forces:R:3
C -0.858267 -0.621565 0.942642 0.4 -1.4 -1.9
C -0.115760 0.588733 0.605982 -0.5 0.5 -0.4
N -0.658492 1.603136 0.100014 0.5 0.3 1.0
O 1.186769 0.168234 0.285868 0.2 0.0 -0.7
C 1.035671 -0.268614 -1.027601 1.5 1.6 -0.9
O 0.425502 0.356470 -1.848805 0.4 -1.0 0.0
H -1.925843 -0.388042 1.147625 0.7 -0.7 -0.8
H -0.443292 -1.305378 1.679107 0.2 0.3 0.1
H -0.380187 -1.152279 -0.210769 -3.1 0.4 3.3
H 0.047613 2.128539 -0.411539 -0.2 0.3 0.1
H 1.686290 -1.109238 -1.262528 0.0 -0.3 0.2
```
Forces are in eV/Å.


No. 13
ORCA calculation (ωB97M-V with the def2-TZVPD basis set) on C3H5NO2 in the gas phase at a distorted geometry.

Properties
Multiplicity: 1
Frontier orbital gap, eV: 9.77
LUMO, eV: -0.1
HOMO energy, Ha: -0.362

```
11
Properties=species:S:1:pos:R:3:forces:R:3
C -1.033673 1.359993 -0.074794 -0.2 0.2 0.0
N 0.045328 0.413955 -0.111287 0.2 0.1 0.0
C -0.058221 -0.882868 0.153191 0.4 0.5 -0.1
O -1.065979 -1.513000 0.447565 1.1 0.1 -0.2
C 1.379563 -1.542760 0.020367 -1.3 0.6 0.1
O 2.418280 -0.977026 -0.243824 -1.4 -1.0 0.4
H -1.944445 0.820176 0.190898 0.1 0.1 0.0
H -0.832454 2.128373 0.676272 -0.1 0.0 -0.1
H -1.159196 1.827543 -1.054749 -0.1 0.0 0.1
H 0.996928 0.682353 -0.309606 0.0 0.4 -0.1
H 1.090137 -2.572106 0.232141 1.4 -1.1 0.0
```
Forces are in eV/Å.


No. 14
ORCA calculation (ωB97M-V with the def2-TZVPD basis set) on C3H5NO2 in the gas phase.

Properties
Multiplicity: 1
Frontier orbital gap, eV: 11.47
LUMO, eV: 0.9
HOMO energy, Ha: -0.390

```
11
Properties=species:S:1:pos:R:3:forces:R:3
H -3.079694 -1.274613 1.124713 0.0 0.0 0.0
N -2.347177 -1.332794 0.420267 0.2 0.2 0.2
C -1.442689 -0.503529 0.687802 -0.2 -0.1 0.0
O -0.364028 -0.445724 -0.159089 0.0 -0.1 -0.1
C 0.578024 0.520856 0.054174 0.2 0.3 0.3
C 1.673901 0.407025 -0.967230 0.0 0.0 0.0
O 0.518796 1.324275 0.947555 0.0 -0.3 -0.4
H -1.382350 0.202090 1.515998 0.0 -0.1 -0.1
H 2.370679 -0.380343 -0.659627 -0.1 0.1 0.0
H 1.260413 0.131100 -1.939587 0.1 0.0 0.1
H 2.214125 1.351657 -1.024976 -0.1 -0.1 0.0
```
Forces are in eV/Å.


No. 15
ORCA calculation (ωB97M-V with the def2-TZVPD basis set) on C3H5NO2 in the gas phase at a distorted geometry.

Properties
Multiplicity: 1
Frontier orbital gap (spin up / spin down), eV: 8.76 / 6.51
LUMO (spin up / spin down), eV: -0.7 / -1.6
HOMO energy (spin up / spin down), Ha: -0.347 / -0.298

```
11
Properties=species:S:1:pos:R:3:forces:R:3
O -0.998471 1.937842 -0.036126 -0.2 0.2 -0.1
C -0.627615 0.663626 -0.486980 0.2 -0.5 -0.3
C 0.532806 0.171878 0.279153 0.4 0.9 -0.8
O 0.631315 -1.568729 1.416793 0.4 -1.1 -0.4
C 1.146258 -1.095208 0.031933 -1.0 0.6 1.3
N 1.781102 -1.615789 -0.849736 0.1 -0.1 0.0
H -1.671326 2.294986 -0.627710 0.1 0.0 0.1
H -1.440661 -0.078794 -0.408988 0.0 0.2 0.0
H -0.293648 0.649613 -1.540177 -0.2 0.1 0.1
H 1.001399 0.870300 0.974195 0.0 -0.2 -0.1
H -0.061159 -2.229727 1.247644 0.2 0.0 0.1
```
Forces are in eV/Å.


No. 16
ORCA calculation (ωB97M-V with the def2-TZVPD basis set) on C3H5NO2 in the gas phase at a distorted geometry.

Properties
Multiplicity: 1
Frontier orbital gap, eV: 10.66
LUMO, eV: 0.9
HOMO energy, Ha: -0.360

```
11
Properties=species:S:1:pos:R:3:forces:R:3
C -1.684871 -0.299303 -0.750254 -0.3 -0.8 -0.7
N -1.276932 0.327743 0.450856 -0.4 -0.5 -0.5
C -0.065827 0.419782 0.801616 -2.0 1.1 -0.8
O 0.945250 -0.215878 0.074264 -0.2 0.4 0.4
C 2.260855 -0.075496 0.392565 0.1 0.3 0.3
O 2.707192 0.642180 1.235109 -0.2 -0.3 -0.3
H -2.598756 0.145892 -1.127243 -0.1 0.2 0.1
H -1.903666 -1.336283 -0.570045 -0.1 -0.7 0.0
H -0.933407 -0.246386 -1.527338 0.3 0.0 -0.3
H -0.297241 1.372368 1.289289 3.1 0.2 1.5
H 2.847402 -0.734616 -0.268820 -0.1 0.1 0.1
```
Forces are in eV/Å.


No. 17
ORCA calculation (ωB97M-V with the def2-TZVPD basis set) on C3H5NO2 in the gas phase at a distorted geometry.

Properties
Multiplicity: 1
Frontier orbital gap, eV: 10.60
LUMO, eV: 0.6
HOMO energy, Ha: -0.367

```
11
Properties=species:S:1:pos:R:3:forces:R:3
O 2.638651 -0.223649 -0.216457 -0.9 0.7 -0.6
C 1.450644 0.003571 -0.176814 -0.3 -0.1 0.2
N 0.596699 -0.583074 0.752874 0.1 -0.3 0.0
C -0.732972 -0.475483 0.242411 -0.2 -0.2 -0.3
C -0.844312 0.920493 -0.239347 1.4 0.1 -0.6
O 0.705675 0.817373 -0.990386 -1.4 0.1 0.4
H 0.909515 -1.478393 1.089767 0.1 0.0 0.1
H -0.810251 -0.848676 -0.791964 0.0 -1.2 0.2
H -1.500689 -0.980012 0.829323 0.0 0.6 0.3
H -0.566851 1.839789 0.236695 -0.3 0.0 1.2
H -1.846112 1.008066 -0.736104 1.6 0.3 -0.9
```
Forces are in eV/Å.


No. 18
ORCA calculation (ωB97M-V with the def2-TZVPD basis set) on a molecular structure, C3H5NO2 at a distorted geometry.

Properties
Multiplicity: 1
Frontier orbital gap, eV: 10.64
LUMO, eV: 0.9
HOMO energy, Ha: -0.359

```
11
Properties=species:S:1:pos:R:3:forces:R:3
C -1.890254 -0.375350 -0.806465 0.1 -0.1 -0.1
N -1.287970 0.416211 0.242114 0.9 0.2 0.4
C -0.153751 0.556639 0.623846 0.1 -0.8 -0.9
O 1.188977 -0.365959 -0.190620 -0.6 0.6 0.6
C 2.242717 0.025946 0.466550 0.0 0.3 0.3
O 2.227420 0.838213 1.391607 0.7 -0.2 -0.1
H -2.429888 0.292967 -1.485076 0.1 -0.1 0.2
H -2.618501 -1.058577 -0.358119 0.2 0.1 -0.1
H -1.123335 -0.934541 -1.347153 -0.1 0.0 0.0
H 0.627350 1.006557 1.292827 -1.1 0.2 0.0
H 3.217239 -0.402106 0.170487 -0.3 -0.2 -0.3
```
Forces are in eV/Å.


No. 19
ORCA calculation (ωB97M-V with the def2-TZVPD basis set) on C3H5NO2 in the gas phase at a distorted geometry.

Properties
Multiplicity: 1
Frontier orbital gap, eV: 10.54
LUMO, eV: 0.7
HOMO energy, Ha: -0.362

```
11
Properties=species:S:1:pos:R:3:forces:R:3
O -0.181324 2.385705 -0.373023 -0.4 -0.2 0.2
C -0.334323 1.311540 -0.905363 0.8 1.4 -0.2
C 0.598088 0.187005 -0.581362 -0.4 -1.7 -0.6
N 0.420083 -0.333413 0.760634 -0.3 -0.1 0.8
C -0.463674 -1.378848 1.065186 0.9 1.1 -1.4
O -1.181303 -1.852860 0.223182 -0.2 -0.6 0.4
H -1.069247 1.221924 -1.715676 -0.2 -0.4 0.0
H 0.432273 -0.628712 -1.294121 -0.2 0.0 0.3
H 1.641841 0.448015 -0.743973 0.0 0.6 0.3
H 0.434756 0.382615 1.474148 0.5 -0.1 0.2
H -0.297169 -1.742970 2.090368 -0.5 0.0 0.0
```
Forces are in eV/Å.


No. 20
ORCA calculation (ωB97M-V with the def2-TZVPD basis set) on C3H5NO2 in the gas phase.

Properties
Multiplicity: 1
Frontier orbital gap (spin up / spin down), eV: 7.70 / 7.70
LUMO (spin up / spin down), eV: -0.2 / -0.2
HOMO energy (spin up / spin down), Ha: -0.288 / -0.288

```
11
Properties=species:S:1:pos:R:3:forces:R:3
C 0.989361 0.142300 0.332808 -0.2 -0.3 -0.6
C -0.365492 0.166945 0.887299 -0.1 0.0 -0.1
O -0.065443 0.705076 -1.294121 0.4 0.0 0.3
O 1.627005 -0.986781 0.108743 -0.2 0.4 0.1
C -1.242801 0.106179 -0.424299 -0.4 -0.2 0.0
N -2.308755 -0.271755 -0.780494 0.4 0.1 0.1
H 1.026966 -1.745294 0.189791 0.0 0.1 0.0
H -0.134219 0.462713 -2.235541 0.0 0.0 0.2
H 1.634633 1.005826 0.275614 0.0 0.0 0.0
H -0.568489 1.098683 1.411975 0.0 0.0 0.0
H -0.592766 -0.683893 1.528226 0.0 0.0 0.0
```
Forces are in eV/Å.